(1)
109
Properties=species:S:1:pos:R:3 method="wB97M-V/def2-TZVPD" max_force_ha_per_bohr=0.0448 e_tot_ev=-183287.54817 multiplicity=1 charge=-1 gap_ev="5.12 / 5.12"
Ca -0.0747 -1.3135 1.2152
C 6.0264 2.8016 4.0329
C 4.7542 3.1973 4.4120
C 3.6482 2.4946 3.9832
C 3.7792 1.3568 3.1745
C 5.0743 0.9871 2.7806
C 6.1776 1.7013 3.2028
C 2.6345 0.6282 2.6762
C 2.6774 0.1295 1.2809
C 2.3887 -1.1533 0.7591
C 2.1364 -0.9610 -0.6147
C 2.3215 0.4130 -0.8521
C 2.2341 1.1177 -2.1304
C 3.5349 1.4898 -2.6981
C 3.8655 1.1020 -3.9977
C 5.1281 1.3360 -4.5060
C 6.0831 1.9724 -3.7299
C 5.7645 2.3654 -2.4375
C 4.5067 2.1220 -1.9192
C 1.0685 1.4177 -2.8105
N -0.2190 1.2413 -2.3572
C -1.1565 1.8221 -3.1716
C -2.4585 1.7040 -2.6273
C -3.7102 2.2378 -3.0907
C -3.8189 3.1318 -4.1601
C -5.0433 3.6590 -4.5174
C -6.1935 3.2932 -3.8359
C -6.1027 2.3851 -2.7900
C -4.8830 1.8630 -2.4198
C -2.2798 1.0894 -1.3499
C -0.8651 0.5517 -1.2978
C -0.5700 0.7246 0.1440
C -1.7944 0.9504 0.7732
N -2.8287 1.1696 -0.1643
C -1.9297 1.1626 2.1880
C -0.8112 0.9351 3.0000
C -0.4842 1.3941 4.3384
C 0.8562 1.2378 4.5004
C 1.3723 0.6670 3.2645
N 0.2996 0.3580 2.4837
C -3.1729 1.7720 2.6832
C -4.3993 1.1349 2.4960
C -5.5756 1.7234 2.9223
C -5.5537 2.9647 3.5366
C -4.3431 3.6132 3.7159
C -3.1645 3.0233 3.2976
C -0.4277 2.4068 -4.2462
C 0.9015 2.1671 -4.0268
N 2.6898 1.0444 0.2896
H 6.8894 3.3677 4.3542
H 4.6186 4.0825 5.0192
H 2.6620 2.8611 4.2186
H 5.1966 0.1389 2.1214
H 7.1674 1.4121 2.8744
H 2.5593 -2.1167 1.2334
H 2.0238 -1.7318 -1.3675
H 3.1373 0.5754 -4.5979
H 5.3698 1.0181 -5.5129
H 7.0740 2.1527 -4.1255
H 6.5041 2.8643 -1.8253
H 4.2542 2.4031 -0.9063
H -2.9290 3.4299 -4.6909
H -5.1038 4.3692 -5.3311
H -7.1444 3.7317 -4.1058
H -6.9963 2.0888 -2.2567
H -4.8060 1.1702 -1.5945
H -0.8873 -0.5284 -1.5325
H 0.3657 1.1305 0.4814
H -1.1767 1.8233 5.0421
H 1.4269 1.4803 5.3819
H -4.4220 0.1673 2.0155
H -6.5200 1.2150 2.7759
H -6.4727 3.4248 3.8783
H -4.3228 4.5921 4.1760
H -2.2297 3.5533 3.4155
H -0.8352 2.9419 -5.0839
H 1.7173 2.4989 -4.6400
N 0.5522 -2.4064 3.6069
N 1.8908 -2.8235 3.7541
C 2.2334 -4.0404 3.2791
N 3.5545 -4.3374 3.1672
S 1.0936 -5.2083 2.9762
H 0.2109 -1.9860 4.4689
H 0.0000 -3.2537 3.4185
H 2.5522 -2.0527 3.6746
H 4.2460 -3.6050 3.1283
H 3.7604 -5.1972 2.6830
N 1.0038 -2.5974 -4.9479
C 0.7046 -3.1667 -3.7558
N -0.4693 -2.8381 -3.1860
S 1.7382 -4.2609 -3.0762
H 0.3486 -2.0000 -5.4274
H 1.8023 -2.9487 -5.4443
H -0.9937 -2.0612 -3.5644
H -0.5642 -3.0002 -2.1825
Br -4.7476 -5.4507 -3.1182
C -3.7500 -5.4701 -1.4975
C -3.7304 -6.6245 -0.7354
C -2.9961 -6.6404 0.4389
C -2.2941 -5.5162 0.8399
C -2.3179 -4.3683 0.0573
C -3.0541 -4.3383 -1.1199
C -1.5208 -3.1617 0.4757
O -0.8225 -2.5974 -0.3933
O -1.5739 -2.7891 1.6577
H -4.2747 -7.4993 -1.0583
H -2.9695 -7.5395 1.0376
H -1.7094 -5.5242 1.7482
H -3.0823 -3.4403 -1.7197

***

(2)
110
Properties=species:S:1:pos:R:3 method="wB97M-V/def2-TZVPD" max_force_ha_per_bohr=0.1101 e_tot_ev=-112237.81357 multiplicity=1 de_lowest_kj_mol=0.0 charge=-2 gap_ev=4.74
K -0.5014 -1.1066 0.0187
C 4.2053 -1.1852 -3.1512
C 4.0009 -2.3208 -2.3587
C 3.7132 -2.2045 -1.0201
C 3.5666 -0.9099 -0.4692
N 3.8149 0.1726 -1.2123
C 4.1050 0.0348 -2.5076
C 3.2959 -0.7630 0.9704
C 3.7320 -1.7522 1.8591
C 3.3052 -1.6854 3.1645
C 2.5352 -0.6146 3.5925
C 2.2295 0.4099 2.6931
N 2.6070 0.3318 1.3979
C 1.5135 1.6039 3.2305
C 1.5320 1.9631 4.5940
C 0.6998 2.9682 5.0475
C -0.0663 3.6976 4.1134
C -0.0078 3.2774 2.8101
N 0.7354 2.2500 2.3743
H 4.5099 -1.2428 -4.1961
H 4.0210 -3.3014 -2.8466
H 3.5950 -3.0914 -0.3746
H 4.2023 0.9832 -3.0144
H 4.2608 -2.6066 1.4804
H 3.5105 -2.5044 3.8468
H 2.1171 -0.5247 4.5857
H 2.2167 1.4491 5.2563
H 0.6250 3.1519 6.1203
H -0.6202 4.6116 4.3407
H -0.5312 3.8565 2.0491
O -2.1325 1.0813 -1.5978
C -3.3825 1.0447 -1.9065
C -3.9165 1.1046 -3.2391
C -5.1862 0.6832 -3.5971
C -6.1183 0.3809 -2.6471
C -5.7694 0.6203 -1.3080
C -4.5363 0.9116 -0.9198
C -4.3878 1.2644 0.4477
N -3.9496 0.4344 1.3658
N -3.9225 0.6878 2.6219
C -2.7602 0.2726 3.1914
O -1.7877 -0.1872 2.6109
C -2.8007 0.5792 4.6980
C -3.5368 1.6860 5.0681
C -3.8228 1.9205 6.4194
C -3.2163 1.1823 7.3866
C -2.4432 0.0518 7.0299
C -2.1922 -0.2000 5.6686
H -3.3126 1.4765 -4.0766
H -5.4073 0.6212 -4.6889
H -7.1061 0.0414 -2.8440
H -6.5459 0.4956 -0.5475
H -4.7333 2.2539 0.8081
H -3.8658 2.3523 4.2886
H -4.4826 2.7444 6.6990
H -3.2531 1.4425 8.4403
H -2.0649 -0.6459 7.7546
H -1.4377 -0.9341 5.3539
N -0.1976 -0.1445 -4.7221
C -0.2122 -1.4668 -4.7411
C 0.2312 -2.1964 -5.8770
C 0.3261 -3.5918 -5.8099
C -0.1440 -4.2424 -4.6706
C -0.6614 -3.4263 -3.6682
N -0.6491 -2.1099 -3.6361
H 0.1166 0.3899 -5.5427
H -0.5824 0.3147 -3.9182
H 0.4256 -1.6437 -6.7797
H 0.8225 -4.1561 -6.6100
H -0.1085 -5.3240 -4.6359
H -1.1048 -3.8148 -2.7610
Te 0.8227 2.9183 -0.3951
C 0.2320 3.9062 -2.1719
C 1.1155 4.1804 -3.2263
C 0.6653 4.6638 -4.4266
C -0.6616 5.0041 -4.5921
C -1.5547 4.7661 -3.5641
C -1.0934 4.2886 -2.3506
C 2.5162 4.1268 -0.1987
C 3.7207 3.4207 -0.2243
C 4.8910 4.0410 0.1965
C 4.8492 5.3868 0.5350
C 3.6517 6.0846 0.5827
C 2.4766 5.4595 0.1743
H 2.2142 4.0213 -3.1014
H 1.3645 4.8227 -5.2234
H -0.9923 5.4735 -5.4997
H -2.6194 4.9766 -3.6801
H -1.8111 4.0749 -1.5429
H 3.7046 2.3668 -0.4730
H 5.7596 3.4031 0.3688
H 5.7549 5.9164 0.7890
H 3.6397 7.1247 0.9691
H 1.5654 5.9803 0.0597
O 2.5757 -4.8495 1.0342
C 1.3491 -5.0112 0.8601
N 0.4920 -3.9157 1.0227
S -1.0820 -4.3868 0.9496
O -1.7602 -4.3435 2.2275
O -1.6918 -3.5750 -0.0975
C -0.7626 -6.1014 0.4237
C -1.6265 -7.0589 -0.1021
C -1.1370 -8.3496 -0.3105
C 0.2354 -8.5748 -0.1769
C 1.1112 -7.5700 0.1409
C 0.6170 -6.2986 0.4381
H -2.6426 -6.7829 -0.2979
H -1.8073 -9.1344 -0.5813
H 0.6246 -9.5737 -0.2742
H 2.1796 -7.7837 0.2357